# 1
{
  "formula": "C17H26N2O8",
  "method": "wB97M-V/def2-TZVPD",
  "symbols": ["O", "C", "O", "N", "C", "C", "C", "C", "N", "C", "C", "C", "C", "H", "H", "H", "H", "H", "H", "H", "H", "H", "H", "H", "H", "H", "H", "C", "C", "C", "O", "C", "O", "O", "H", "H", "H", "H", "H", "H", "C", "C", "C", "O", "C", "O", "O", "H", "H", "H", "H", "H", "H"],
  "xyz": [[0.4608, -3.8249, 0.3747], [0.6600, -3.1240, -0.5857], [0.8953, -3.6207, -1.8443], [0.7586, -1.7607, -0.5573], [-0.0643, -1.0518, 0.4225], [-1.5620, -1.2866, 0.2777], [-2.1764, -0.4221, -0.8216], [-3.7124, -0.4678, -0.8767], [-4.2737, -1.7677, -0.5656], [-4.4824, -2.7572, -1.4835], [-4.9798, -3.8593, -0.8295], [-5.0829, -3.5174, 0.5388], [-4.6430, -2.2236, 0.6688], [0.2183, -4.2812, -2.0292], [0.7654, -1.3343, -1.4770], [0.1446, 0.0122, 0.2893], [0.2740, -1.3086, 1.4258], [-2.0402, -1.0388, 1.2309], [-1.7892, -2.3383, 0.1003], [-1.7790, -0.7275, -1.7928], [-1.8829, 0.6162, -0.6473], [-4.0235, -0.2434, -1.8967], [-4.1374, 0.2727, -0.2007], [-4.2674, -2.6587, -2.5345], [-5.2260, -4.7950, -1.3048], [-5.4357, -4.1526, 1.3344], [-4.5811, -1.6076, 1.5503], [2.0025, -0.2602, 3.7301], [2.3414, 0.8147, 2.7314], [3.3213, 1.8697, 3.2114], [2.9102, 3.0314, 2.4721], [1.6013, 2.8863, 2.1661], [0.9192, 3.7414, 1.6971], [1.1877, 1.6334, 2.4350], [2.9134, -0.7451, 4.0813], [1.4737, 0.1680, 4.5822], [1.3626, -1.0185, 3.2823], [2.6776, 0.3754, 1.7880], [4.3587, 1.6393, 2.9861], [3.2126, 2.0792, 4.2778], [2.7446, 4.3580, -2.8795], [2.0368, 3.1740, -2.2771], [2.6963, 2.5700, -1.0550], [2.3152, 1.1937, -1.1458], [2.0697, 0.9107, -2.4428], [1.8896, -0.1940, -2.8478], [2.0408, 2.0378, -3.1782], [2.8900, 5.1275, -2.1213], [3.7147, 4.0575, -3.2761], [2.1650, 4.7838, -3.6968], [0.9915, 3.4118, -2.0657], [2.3390, 2.9902, -0.1235], [3.7867, 2.6327, -1.0976]],
  "forces_ev_per_a": [[-0.35, -0.02, -0.06], [0.39, 0.11, 0.12], [-0.19, 0.40, -0.12], [-0.65, -0.10, -0.31], [0.40, 0.07, 0.11], [-0.29, 0.27, 0.13], [-0.03, -0.19, 0.12], [0.28, -0.18, -0.17], [-0.12, 0.16, -0.14], [-0.06, -0.55, 0.09], [0.14, 0.12, -0.20], [-0.01, -0.06, 0.09], [-0.09, -0.19, 0.06], [0.24, -0.33, 0.20], [0.29, -0.12, 0.07], [0.07, -0.01, 0.06], [-0.05, -0.18, -0.07], [0.02, 0.02, 0.01], [0.12, -0.07, 0.05], [0.08, 0.03, -0.01], [0.03, 0.05, -0.16], [-0.15, 0.27, 0.09], [-0.08, -0.05, 0.03], [0.08, 0.31, 0.03], [-0.05, 0.00, 0.09], [-0.01, 0.06, 0.03], [0.06, 0.11, -0.08], [-0.21, 0.05, 0.02], [0.09, -0.07, 0.06], [0.01, -0.02, -0.03], [0.06, -0.02, 0.11], [-0.08, -0.14, 0.04], [0.01, 0.07, -0.05], [-0.04, -0.04, -0.03], [0.02, -0.01, -0.02], [0.08, 0.03, 0.04], [0.05, -0.01, 0.02], [-0.01, 0.03, -0.03], [0.00, 0.07, -0.08], [-0.02, -0.03, 0.01], [0.03, -0.11, -0.22], [0.03, -0.01, 0.02], [0.08, 0.10, 0.04], [0.07, 0.03, 0.17], [-0.08, -0.01, 0.09], [-0.09, 0.06, -0.29], [-0.03, 0.03, -0.02], [-0.02, 0.00, 0.02], [0.04, 0.00, 0.08], [-0.02, 0.01, 0.02], [-0.01, -0.02, 0.03], [-0.06, 0.03, -0.02], [0.00, 0.05, -0.05]],
  "smiles": "O=C(O)NCCCCn1cccc1.C[C@@H]1COC(=O)O1.C[C@@H]1COC(=O)O1",
  "homo_ha": -0.2994,
  "energy_ev": -37412.249,
  "charge": 0
}

# 2
{
  "formula": "C17H26N3O5PS",
  "method": "wB97M-V/def2-TZVPD",
  "symbols": ["C", "C", "O", "P", "O", "C", "C", "C", "C", "C", "C", "C", "O", "O", "C", "C", "C", "C", "N", "C", "N", "S", "N", "C", "O", "C", "C", "H", "H", "H", "H", "H", "H", "H", "H", "H", "H", "H", "H", "H", "H", "H", "H", "H", "H", "H", "H", "H", "H", "H", "H", "H", "H"],
  "xyz": [[3.4012, 1.1481, 1.4668], [4.3103, 0.3630, 0.5500], [3.8810, 0.3055, -0.8178], [2.6779, -0.6059, -1.3552], [3.1737, -1.8142, -2.0279], [1.7454, 0.4984, -2.4221], [0.4534, 1.1282, -1.8653], [-0.6864, 0.2154, -1.4754], [-1.5856, 0.5453, -0.5089], [-1.4854, 1.8865, 0.1884], [-0.2712, 2.0719, 1.1333], [0.2379, 3.4906, 1.0920], [-0.0109, 4.3018, 1.9422], [1.0512, 3.8263, 0.0361], [-2.6772, -0.3461, -0.1187], [-3.6105, 0.0182, 1.0079], [-2.9264, -0.0551, 2.3926], [-2.8485, -1.5453, -0.7245], [-3.8397, -2.4798, -0.3881], [-1.9440, -1.8998, -1.7560], [-1.9982, -3.0271, -2.4681], [-0.7894, -2.9440, -3.5195], [-0.1690, -1.5297, -3.1454], [-0.8883, -1.0319, -2.1311], [1.6857, -0.8709, -0.1423], [1.8542, -2.0205, 0.7049], [0.4817, -2.5785, 1.0513], [3.9851, 1.5233, 2.3048], [2.9848, 1.9980, 0.9351], [2.6053, 0.5384, 1.8802], [4.5028, -0.6411, 0.9274], [5.2763, 0.8579, 0.5127], [2.4298, 1.3109, -2.6619], [1.5696, -0.0453, -3.3388], [0.7365, 1.7528, -1.0231], [0.0845, 1.8103, -2.6366], [-2.3654, 2.0743, 0.7794], [-1.4773, 2.6697, -0.5732], [-0.5938, 1.9458, 2.1598], [0.5069, 1.3587, 0.8878], [0.6221, 3.6365, -0.8056], [-4.0240, 1.0086, 0.8512], [-4.4463, -0.6726, 1.0230], [-3.2042, -0.9776, 2.8926], [-3.2038, 0.7861, 3.0210], [-1.8469, -0.0724, 2.2832], [-4.7579, -2.0635, -0.3209], [-3.8753, -3.2054, -1.0924], [2.4620, -2.7716, 0.2086], [2.3806, -1.7120, 1.6070], [-0.2939, -1.8370, 0.8803], [0.4518, -2.8397, 2.1073], [0.2680, -3.4834, 0.4917]],
  "forces_ev_per_a": [[0.01, -0.09, 0.07], [0.47, 0.00, -0.05], [-0.55, 0.23, 0.38], [0.46, -0.30, -0.76], [-0.10, -0.09, 0.19], [-0.04, 0.38, 0.14], [0.11, -0.07, -0.24], [0.36, -0.02, -0.11], [-0.57, -0.17, 0.58], [0.26, 0.08, -0.16], [-0.30, 0.17, -0.01], [-0.14, 0.41, 0.40], [0.33, -0.40, -0.36], [-0.12, 0.43, 0.13], [0.18, 0.59, 0.18], [0.27, 0.02, 0.26], [-0.09, -0.07, -0.31], [-0.22, -0.48, -0.15], [-0.13, 0.05, -0.28], [0.12, -0.07, -0.05], [0.03, -0.04, -0.07], [-0.09, -0.29, -0.10], [0.07, 0.13, 0.00], [0.17, -0.02, -0.16], [0.17, 0.08, 0.27], [-0.30, -0.18, 0.18], [0.22, -0.11, 0.31], [0.05, 0.06, 0.07], [-0.09, 0.16, -0.03], [-0.25, -0.01, -0.06], [-0.10, -0.16, -0.01], [0.10, 0.04, -0.14], [0.08, 0.09, -0.02], [-0.08, -0.15, -0.09], [-0.04, -0.18, -0.02], [-0.03, 0.11, -0.11], [-0.30, 0.10, 0.05], [0.01, 0.03, -0.13], [0.03, -0.33, 0.13], [0.21, -0.06, 0.09], [0.08, -0.26, -0.04], [-0.14, 0.15, -0.06], [-0.14, 0.10, -0.06], [-0.01, -0.07, 0.14], [-0.02, 0.04, 0.14], [0.19, 0.10, 0.06], [-0.01, -0.03, 0.18], [0.06, -0.13, 0.05], [0.10, 0.04, -0.20], [0.04, 0.19, 0.04], [-0.08, 0.08, -0.11], [-0.05, -0.08, 0.09], [-0.18, 0.02, -0.21]],
  "homo_ha": -0.3026,
  "energy_ev": -52885.470,
  "charge": 0
}

# 3
{
  "formula": "C17H26NO3",
  "method": "wB97M-V/def2-TZVPD",
  "symbols": ["C", "C", "N", "C", "C", "C", "C", "C", "C", "C", "C", "C", "O", "C", "C", "C", "O", "H", "H", "H", "H", "H", "H", "H", "H", "H", "H", "H", "H", "H", "H", "H", "H", "H", "H", "H", "C", "C", "C", "O", "H", "H", "H", "H", "H", "H", "H"],
  "xyz": [[-3.1345, 1.1068, -4.1644], [-1.6779, 1.0244, -3.8009], [-0.8504, 0.5830, -4.6598], [-1.2804, 1.5094, -2.4236], [-2.1778, 1.0259, -1.3148], [-2.1955, -0.2405, -0.8545], [-1.3447, -1.3366, -1.4263], [-0.5995, -2.2102, -0.4036], [0.3730, -1.4747, 0.5549], [0.9901, -0.2078, -0.0203], [-0.2416, -1.1972, 1.9310], [-3.1320, -0.5873, 0.2527], [-3.4171, -1.7363, 0.5185], [-3.7389, 0.5132, 1.0292], [-3.7059, 1.7664, 0.5806], [-3.0974, 2.0443, -0.7366], [-3.3650, 3.0708, -1.3391], [-3.5452, 2.0560, -3.8188], [-3.2131, 1.0485, -5.2472], [-3.6780, 0.2840, -3.6992], [0.0962, 0.5759, -4.2794], [-0.2545, 1.2067, -2.2041], [-1.2984, 2.6003, -2.4228], [-2.0159, -1.9907, -1.9963], [-0.6259, -0.9436, -2.1400], [-1.3070, -2.8139, 0.1582], [0.0001, -2.9157, -0.9863], [1.2122, -2.1537, 0.7186], [1.3866, -0.3641, -1.0270], [0.2708, 0.6162, -0.0700], [1.8099, 0.0804, 0.6439], [0.5576, -1.1666, 2.6727], [-0.7726, -0.2412, 1.9610], [-0.9167, -2.0070, 2.2136], [-4.2262, 0.2738, 1.9649], [-4.1401, 2.5932, 1.1269], [4.5555, 1.1525, 2.6173], [4.2386, -0.3172, 2.9826], [5.5738, -1.0088, 3.3433], [3.6083, -0.9546, 1.9730], [5.1951, 1.1837, 1.7307], [3.6293, 1.6884, 2.3939], [5.0682, 1.6898, 3.4317], [3.6653, -0.2619, 3.9497], [6.2330, -1.0189, 2.4708], [5.3870, -2.0415, 3.6465], [6.1014, -0.5034, 4.1686]],
  "forces_ev_per_a": [[0.34, 0.21, -0.12], [0.26, -0.11, -0.24], [-0.19, 0.11, 0.10], [0.07, -0.10, 0.16], [-0.08, -0.10, 0.13], [0.33, 0.40, -0.21], [-0.29, -0.39, 0.22], [0.45, 0.14, -0.10], [-0.20, -0.19, -0.08], [0.09, 0.10, 0.13], [0.26, -0.20, -0.04], [-0.12, -0.33, 0.02], [-0.04, 0.00, -0.08], [-0.04, 0.72, 0.19], [0.03, -0.41, 0.14], [-0.09, 0.27, -0.25], [0.15, -0.13, 0.23], [-0.13, -0.07, 0.09], [-0.13, -0.13, 0.01], [-0.11, 0.03, 0.02], [0.01, -0.02, 0.04], [-0.01, -0.04, -0.06], [-0.11, 0.03, -0.08], [0.02, -0.01, -0.03], [-0.07, 0.19, -0.01], [-0.05, 0.01, 0.08], [-0.07, 0.03, -0.12], [0.00, -0.01, 0.12], [0.14, -0.04, 0.02], [-0.06, -0.03, 0.05], [0.16, -0.03, -0.12], [0.04, 0.21, -0.02], [-0.14, -0.01, 0.00], [-0.13, 0.08, 0.06], [0.02, -0.25, -0.03], [-0.09, 0.05, -0.13], [0.05, 0.21, 0.31], [0.29, -0.07, -0.58], [0.11, 0.09, 0.36], [-0.38, 0.07, 0.20], [-0.03, -0.07, -0.06], [-0.02, -0.05, -0.05], [-0.03, -0.03, -0.04], [-0.11, -0.06, -0.03], [-0.06, -0.02, -0.07], [-0.04, -0.02, -0.07], [-0.03, -0.02, -0.04]],
  "homo_ha": -0.1027,
  "energy_ev": -25682.606,
  "charge": -1
}

# 4
{
  "formula": "C17H26NO4",
  "method": "wB97M-V/def2-TZVPD",
  "symbols": ["C", "C", "C", "C", "O", "C", "C", "C", "C", "C", "O", "O", "C", "C", "N", "C", "C", "O", "C", "C", "C", "C", "H", "H", "H", "H", "H", "H", "H", "H", "H", "H", "H", "H", "H", "H", "H", "H", "H", "H", "H", "H", "H", "H", "H", "H", "H", "H"],
  "xyz": [[-6.5074, -2.0526, -0.4431], [-5.6283, -1.0198, 0.2551], [-6.2039, -0.6404, 1.6167], [-5.5005, 0.2302, -0.6277], [-4.6020, 1.1882, -0.0865], [-3.2856, 1.0411, -0.1925], [-2.6234, 0.0154, -0.8845], [-1.2514, -0.0081, -0.9347], [-0.4872, 0.9795, -0.2969], [0.9499, 0.9212, -0.3815], [1.5658, 0.0594, -1.0219], [1.5869, 1.8790, 0.3093], [2.9792, 2.1030, 0.1081], [3.8816, 1.0164, 0.6967], [3.9793, -0.1493, -0.2186], [4.2178, -1.4245, 0.4839], [5.5813, -1.3740, 1.2036], [6.4069, -0.3827, 0.6367], [6.3810, -0.4257, -0.7675], [4.9940, 0.0236, -1.2840], [-1.1487, 2.0077, 0.3970], [-2.5150, 2.0343, 0.4450], [-6.6070, -2.9384, 0.1781], [-6.0809, -2.3504, -1.3985], [-7.5000, -1.6467, -0.6215], [-4.6285, -1.4436, 0.4056], [-5.6006, 0.1338, 2.0851], [-7.2191, -0.2670, 1.5071], [-6.2251, -1.5065, 2.2728], [-6.4603, 0.7513, -0.6653], [-5.2097, -0.0369, -1.6494], [-3.1791, -0.7602, -1.3858], [-0.7410, -0.7933, -1.4714], [3.1682, 3.0488, 0.6199], [3.1709, 2.2348, -0.9636], [4.8775, 1.4168, 0.8912], [3.4506, 0.6839, 1.6437], [2.9765, -0.1707, -0.6816], [4.2020, -2.2183, -0.2659], [3.4097, -1.6103, 1.1920], [5.4771, -1.1007, 2.2547], [6.0660, -2.3580, 1.1452], [7.1609, 0.2540, -1.1113], [6.6193, -1.4368, -1.1221], [4.6971, -0.5720, -2.1490], [5.0162, 1.0726, -1.5783], [-0.5710, 2.7744, 0.8876], [-3.0403, 2.8173, 0.9680]],
  "forces_ev_per_a": [[0.28, 0.16, 0.05], [-0.08, 0.29, -0.04], [0.26, -0.05, -0.15], [-0.24, -0.67, -0.06], [0.11, 0.33, 0.17], [0.60, 0.11, 0.04], [-0.44, -0.02, -0.02], [0.40, 0.27, 0.18], [-0.51, 0.00, 0.00], [0.30, -0.13, -0.11], [-0.15, 0.25, 0.06], [-0.37, -0.14, 0.04], [0.37, -0.09, -0.09], [-0.27, 0.64, 0.22], [-0.67, -0.09, -0.31], [0.26, -0.48, 0.30], [-0.06, -0.12, 0.15], [0.11, 0.15, 0.09], [0.05, -0.04, -0.19], [0.57, 0.09, -0.30], [0.15, -0.23, -0.15], [-0.31, -0.09, -0.03], [-0.06, -0.10, 0.03], [0.00, -0.08, -0.13], [-0.17, 0.02, -0.04], [-0.03, 0.02, -0.05], [0.00, 0.06, 0.12], [-0.16, 0.06, 0.01], [-0.04, -0.06, 0.10], [0.09, -0.07, -0.06], [0.00, 0.09, 0.04], [-0.08, -0.06, -0.02], [0.00, -0.07, -0.05], [0.06, -0.17, -0.11], [-0.01, 0.05, 0.12], [-0.11, -0.10, -0.04], [0.07, -0.04, -0.06], [0.69, -0.04, 0.32], [-0.07, 0.12, 0.00], [-0.02, 0.06, -0.11], [-0.06, -0.09, -0.08], [-0.10, 0.09, 0.03], [-0.11, -0.10, -0.08], [-0.01, 0.08, 0.00], [-0.09, 0.08, 0.07], [-0.12, -0.06, 0.02], [-0.01, 0.09, 0.05], [-0.05, 0.09, 0.06]],
  "smiles": "CC(C)COc1ccc(C(=O)OCC[NH+]2CCOCC2)cc1",
  "homo_ha": -0.4171,
  "e_above_lowest_kcal_mol": 0.00,
  "energy_ev": -27724.937,
  "charge": 1
}